[1]
ORCA calculation (ωB97M-V/def2-TZVPD) on a structure of composition C17H33N10O2SV.

maximum force	0.5	eV/Å
2S+1	4
HOMO level (alpha / beta)	-0.385 / -0.398	Ha
M	492.530	g/mol
charge	+1
energy	-2707.65187	hartree
ΔE to the lowest compared entry with this formula, charge and spin	4.3	kcal/mol

Atoms and positions in Å:
1 V -0.21791 0.39906 -1.64154
2 C -2.48959 1.78020 -3.07661
3 C -1.41787 1.49172 -4.11968
4 N -0.06811 1.42185 -3.51319
5 C 0.63184 2.70767 -3.28195
6 C 0.09072 3.44085 -2.05688
7 N -0.28218 2.52885 -0.94132
8 C -1.60153 2.84367 -0.32957
9 C -2.66650 1.76940 -0.62541
10 N -2.29534 0.99302 -1.82890
11 H -3.47839 1.59098 -3.49795
12 H -2.47229 2.83320 -2.80071
13 H -1.45738 2.25029 -4.90673
14 H -1.59897 0.51983 -4.57754
15 H 0.51589 0.86574 -4.13008
16 H 0.55907 3.35737 -4.15887
17 H 1.67923 2.45220 -3.13265
18 H -0.79776 4.00663 -2.33067
19 H 0.82846 4.17208 -1.72432
20 H 0.42950 2.53377 -0.22007
21 H -1.92717 3.81788 -0.69493
22 H -1.48301 2.93208 0.74741
23 H -3.64255 2.24666 -0.75075
24 H -2.72975 1.06278 0.19806
25 H -2.85156 0.14535 -1.87234
26 C 2.60207 -2.96136 0.54347
27 S 0.83593 -2.82904 0.70553
28 C 0.38739 -4.26983 -0.24165
29 O 0.40668 -1.64528 -0.10910
30 H 2.86870 -2.95757 -0.51245
31 H 2.92159 -3.89083 1.01628
32 H 3.04983 -2.11231 1.05617
33 H 0.64039 -5.16744 0.32213
34 H 0.89477 -4.25719 -1.20657
35 H -0.69055 -4.21244 -0.38333
36 N -0.09955 -3.21269 -3.79837
37 C 0.21239 -2.06430 -3.16714
38 O -0.72079 -1.33816 -2.70967
39 C 1.58370 -1.70241 -3.01516
40 C 1.86063 -0.56080 -2.24004
41 N 2.04414 0.39476 -1.59431
42 C 2.62280 -2.53998 -3.49011
43 N 3.40253 -3.28787 -3.89493
44 H -1.06589 -3.37926 -4.01816
45 H 0.60814 -3.73787 -4.28573
46 C 1.45872 1.38277 5.38457
47 C 0.80533 0.02490 5.61191
48 C -0.64274 0.16985 6.06643
49 C 0.92474 -0.88863 4.39535
50 N 0.12648 -0.44116 3.24789
51 C -1.11660 -0.75692 2.87637
52 N -1.42119 -0.08250 1.79505
53 N -0.32567 0.66028 1.51975
54 N 0.60142 0.45643 2.38249
55 H 1.39722 1.98685 6.28988
56 H 0.96134 1.93344 4.58400
57 H 2.51138 1.28606 5.11487
58 H 1.36068 -0.49844 6.39688
59 H -1.22884 0.73895 5.34028
60 H -0.69431 0.70830 7.01216
61 H -1.12720 -0.79852 6.21316
62 H 0.57977 -1.89661 4.62703
63 H 1.95095 -0.95411 4.03712
64 H -1.74321 -1.46222 3.39516

Just the Mulliken charges please, in e? Sure, here they are: 0.75 -0.73 -0.80 -0.19 -0.83 -0.75 -0.22 -0.74 -0.77 -0.16 0.53 0.27 0.44 0.38 0.40 0.45 0.42 0.29 0.50 0.36 0.47 0.46 0.39 0.41 0.33 -0.93 0.29 -1.02 -0.80 0.20 0.46 0.32 0.44 0.24 0.34 -0.41 0.96 -0.46 0.45 0.58 -0.81 -0.38 -0.54 0.27 0.23 -1.43 0.71 -1.48 -1.28 0.89 -0.33 -0.55 0.63 -1.00 0.42 0.29 0.38 0.31 0.30 0.43 0.35 0.47 0.40 0.42

[2]
ORCA calculation (ωB97M-V/def2-TZVPD) on a cluster of 2 separate species, C17H33N4O5 in total at a distorted geometry.

maximum force	6.9	eV/Å
HOMO level	-0.387	Ha
M	373.474	g/mol
charge	+1
energy	-1262.29291	hartree

Atoms and positions in Å:
1 C 5.88706 -0.14776 1.39894
2 C 4.50807 0.10002 1.75730
3 C 3.70510 1.01093 0.72729
4 O 4.08106 1.00056 -0.47756
5 O 2.61049 1.84357 1.09582
6 C 1.39986 1.22409 0.57538
7 C 0.11863 2.17200 0.67939
8 C -0.87128 1.95284 -0.56221
9 C -2.15842 2.91509 -0.55724
10 C -2.70993 3.24895 0.90891
11 C -3.46437 2.00596 1.59726
12 C -4.86950 1.80172 0.86040
13 C -6.07768 1.89418 1.93223
14 N -7.13301 0.94870 1.41899
15 C -6.51275 -0.08339 0.56769
16 N -7.06436 -1.26651 0.23490
17 N -5.23417 0.48462 0.27543
18 N -4.24493 -0.32779 -0.24352
19 C -3.75182 -1.36523 0.70916
20 C -3.46309 -2.75237 -0.08710
21 H 6.24971 -1.20898 1.16487
22 H 6.64911 0.69259 1.33634
23 H 4.05264 -0.34672 2.69669
24 H 1.22222 0.27397 1.18698
25 H 1.53059 0.93835 -0.53310
26 H -0.43505 1.95319 1.65256
27 H 0.44161 3.27789 0.69804
28 H -0.27550 2.21563 -1.51240
29 H -1.18211 0.84181 -0.62221
30 H -3.03628 2.44399 -1.13976
31 H -1.86802 3.89889 -1.07823
32 H -3.51267 4.06724 0.77704
33 H -1.93128 3.70601 1.61169
34 H -2.82930 1.06892 1.69577
35 H -3.70809 2.33943 2.67254
36 H -5.02096 2.62923 0.08600
37 H -6.40201 2.92111 2.29057
38 H -5.78515 1.37817 2.92538
39 H -7.77570 0.56795 2.12304
40 H -7.16939 -2.07380 0.85972
41 H -7.48477 -1.36717 -0.70415
42 H -3.46471 0.21731 -0.64627
43 H -2.73410 -1.07163 1.16715
44 H -4.43970 -1.57914 1.58756
45 H -3.01440 -2.47481 -1.10709
46 H -4.37927 -3.41883 -0.16539
47 H -2.63414 -3.33440 0.45646
48 C 8.97300 -4.92083 -3.14094
49 O 7.87941 -4.26335 -2.50234
50 C 7.84984 -2.93439 -2.69208
51 O 8.64394 -2.29267 -3.33246
52 O 6.78037 -2.44524 -2.04311
53 C 6.62181 -1.03113 -2.15860
54 H 8.89559 -5.98568 -2.92030
55 H 8.92376 -4.78751 -4.22359
56 H 9.92445 -4.55481 -2.74973
57 H 6.47904 -0.74291 -3.20209
58 H 7.48043 -0.51090 -1.72810
59 H 5.73014 -0.74698 -1.59793

Just the Mulliken charges please, in e? Sure, here they are: -0.52 -0.33 0.68 -0.50 -0.35 -0.62 -0.29 -0.44 -0.56 -0.90 -0.13 -0.24 -0.85 -0.28 0.09 -0.27 0.52 -0.55 -0.19 -1.10 0.25 0.27 0.33 0.27 0.30 0.20 0.24 0.41 0.11 0.20 0.38 0.47 0.37 0.01 0.35 0.29 0.35 0.37 0.33 0.26 0.26 0.27 0.25 0.36 0.29 0.27 0.34 -0.62 -0.32 0.77 -0.53 -0.31 -0.50 0.22 0.29 0.29 0.33 0.30 0.08

Q: Which of these has the highest M?
A: C17H33N10O2SV

Q: Among the records above, which one has the lowest energy?
A: C17H33N10O2SV

Q: M of number 1 (C17H33N10O2SV)?
A: 492.530 g/mol

Please write out number 2 again, unchanged.
ORCA calculation (ωB97M-V/def2-TZVPD) on a cluster of 2 separate species, C17H33N4O5 in total at a distorted geometry.

maximum force	6.9	eV/Å
HOMO level	-0.387	Ha
M	373.474	g/mol
charge	+1
energy	-1262.29291	hartree

Atoms and positions in Å:
1 C 5.88706 -0.14776 1.39894
2 C 4.50807 0.10002 1.75730
3 C 3.70510 1.01093 0.72729
4 O 4.08106 1.00056 -0.47756
5 O 2.61049 1.84357 1.09582
6 C 1.39986 1.22409 0.57538
7 C 0.11863 2.17200 0.67939
8 C -0.87128 1.95284 -0.56221
9 C -2.15842 2.91509 -0.55724
10 C -2.70993 3.24895 0.90891
11 C -3.46437 2.00596 1.59726
12 C -4.86950 1.80172 0.86040
13 C -6.07768 1.89418 1.93223
14 N -7.13301 0.94870 1.41899
15 C -6.51275 -0.08339 0.56769
16 N -7.06436 -1.26651 0.23490
17 N -5.23417 0.48462 0.27543
18 N -4.24493 -0.32779 -0.24352
19 C -3.75182 -1.36523 0.70916
20 C -3.46309 -2.75237 -0.08710
21 H 6.24971 -1.20898 1.16487
22 H 6.64911 0.69259 1.33634
23 H 4.05264 -0.34672 2.69669
24 H 1.22222 0.27397 1.18698
25 H 1.53059 0.93835 -0.53310
26 H -0.43505 1.95319 1.65256
27 H 0.44161 3.27789 0.69804
28 H -0.27550 2.21563 -1.51240
29 H -1.18211 0.84181 -0.62221
30 H -3.03628 2.44399 -1.13976
31 H -1.86802 3.89889 -1.07823
32 H -3.51267 4.06724 0.77704
33 H -1.93128 3.70601 1.61169
34 H -2.82930 1.06892 1.69577
35 H -3.70809 2.33943 2.67254
36 H -5.02096 2.62923 0.08600
37 H -6.40201 2.92111 2.29057
38 H -5.78515 1.37817 2.92538
39 H -7.77570 0.56795 2.12304
40 H -7.16939 -2.07380 0.85972
41 H -7.48477 -1.36717 -0.70415
42 H -3.46471 0.21731 -0.64627
43 H -2.73410 -1.07163 1.16715
44 H -4.43970 -1.57914 1.58756
45 H -3.01440 -2.47481 -1.10709
46 H -4.37927 -3.41883 -0.16539
47 H -2.63414 -3.33440 0.45646
48 C 8.97300 -4.92083 -3.14094
49 O 7.87941 -4.26335 -2.50234
50 C 7.84984 -2.93439 -2.69208
51 O 8.64394 -2.29267 -3.33246
52 O 6.78037 -2.44524 -2.04311
53 C 6.62181 -1.03113 -2.15860
54 H 8.89559 -5.98568 -2.92030
55 H 8.92376 -4.78751 -4.22359
56 H 9.92445 -4.55481 -2.74973
57 H 6.47904 -0.74291 -3.20209
58 H 7.48043 -0.51090 -1.72810
59 H 5.73014 -0.74698 -1.59793

Just the Mulliken charges please, in e? Sure, here they are: -0.52 -0.33 0.68 -0.50 -0.35 -0.62 -0.29 -0.44 -0.56 -0.90 -0.13 -0.24 -0.85 -0.28 0.09 -0.27 0.52 -0.55 -0.19 -1.10 0.25 0.27 0.33 0.27 0.30 0.20 0.24 0.41 0.11 0.20 0.38 0.47 0.37 0.01 0.35 0.29 0.35 0.37 0.33 0.26 0.26 0.27 0.25 0.36 0.29 0.27 0.34 -0.62 -0.32 0.77 -0.53 -0.31 -0.50 0.22 0.29 0.29 0.33 0.30 0.08